(1)
{"formula": "C16H25N5O4S", "method": "ωB97M-V/def2-TZVPD", "species": ["C", "N", "C", "O", "C", "C", "C", "C", "C", "N", "C", "C", "O", "H", "H", "H", "H", "H", "H", "H", "H", "H", "H", "H", "H", "H", "H", "H", "H", "H", "H", "N", "S", "O", "O", "C", "N", "C", "C", "C", "C", "C", "C", "N", "H", "H", "H", "H", "H", "H", "H"], "positions_angstrom": [[-0.6523, -2.9217, 3.2188], [0.6865, -2.8738, 2.6299], [1.2625, -1.8542, 1.9834], [2.4164, -1.9873, 1.5954], [0.5131, -0.5105, 1.8147], [1.2033, 0.4886, 0.8527], [0.5425, 1.8783, 0.7384], [1.3356, 2.7588, -0.2276], [-0.9013, 1.8120, 0.2369], [0.1596, 0.1294, 3.0952], [0.9135, 0.4152, 4.1583], [2.4042, 0.1416, 4.1751], [0.3883, 0.9112, 5.1426], [-1.3932, -2.5234, 2.5242], [-0.6741, -2.3384, 4.1412], [-0.9168, -3.9543, 3.4516], [1.2691, -3.6912, 2.7240], [-0.4295, -0.7769, 1.3386], [1.2380, 0.0340, -0.1384], [2.2341, 0.6338, 1.1729], [0.5496, 2.3662, 1.7130], [2.3657, 2.8479, 0.1168], [0.8910, 3.7529, -0.2671], [1.3255, 2.3221, -1.2252], [-0.9261, 1.3488, -0.7454], [-1.5165, 1.2385, 0.9277], [-1.3085, 2.8202, 0.1654], [-0.8086, 0.3795, 3.2173], [2.8295, 0.5852, 5.0739], [2.8782, 0.5859, 3.3048], [2.5805, -0.9313, 4.1895], [-1.8356, -3.8057, -1.9962], [-2.4008, -2.3486, -1.3728], [-1.9865, -2.4026, 0.0353], [-3.8626, -2.3527, -1.5137], [-1.5799, -0.9997, -2.3268], [-0.2747, -0.8489, -2.4878], [-0.1254, 0.2993, -3.2506], [1.0569, 0.9004, -3.6799], [0.9877, 2.0806, -4.4341], [-0.2597, 2.6416, -4.7535], [-1.4430, 2.0270, -4.3203], [-1.3552, 0.8561, -3.5667], [-2.2691, 0.0172, -2.9824], [-0.8252, -3.7677, -1.9470], [-2.1998, -4.5232, -1.3852], [2.0103, 0.4504, -3.4223], [1.9019, 2.5596, -4.7719], [-0.3070, 3.5555, -5.3392], [-2.4090, 2.4563, -4.5662], [-3.2829, 0.1180, -3.0173]], "atomic_forces_ev_per_a": [[0.248, 0.323, -0.038], [-1.317, -0.552, 0.502], [1.410, 0.738, -0.065], [-0.108, 0.325, -0.387], [-0.225, 0.513, -0.105], [0.084, -0.116, 0.300], [-0.154, -0.263, -0.337], [0.074, -0.227, 0.453], [0.311, -0.015, 0.529], [-0.494, -1.006, -1.569], [0.821, 0.480, 1.479], [-0.294, 0.048, -0.226], [-0.235, 0.170, 0.264], [0.012, -0.071, 0.024], [-0.150, -0.055, 0.024], [0.111, 0.104, -0.109], [0.080, 0.159, -0.069], [-0.269, -0.030, 0.130], [0.059, -0.092, -0.079], [0.133, -0.106, -0.044], [-0.007, -0.049, 0.166], [0.111, 0.086, -0.141], [0.051, 0.060, -0.094], [0.055, 0.038, -0.132], [-0.102, -0.111, -0.186], [-0.256, -0.068, -0.072], [-0.123, -0.015, -0.054], [-0.018, -0.001, 0.105], [-0.219, -0.035, -0.050], [0.165, -0.192, -0.160], [0.164, -0.081, -0.169], [0.075, 1.661, -1.179], [-1.941, -1.899, 2.779], [0.352, 1.400, -1.620], [2.275, 0.862, -0.976], [1.041, 0.882, -0.978], [-1.218, -0.778, 0.635], [0.659, -0.393, 0.232], [0.448, 0.729, -0.504], [-0.025, -0.919, 0.573], [-0.718, -0.659, 0.443], [0.063, 0.644, -0.387], [0.132, -0.018, 0.023], [-1.513, -0.797, 0.599], [0.262, -0.224, 0.003], [-0.122, -0.090, 0.216], [-0.090, 0.074, -0.036], [-0.141, -0.091, 0.069], [-0.067, -0.170, 0.110], [0.111, -0.006, 0.009], [0.499, -0.167, 0.101]], "lowdin_charge": [-0.060, 0.037, -0.469, 0.042, -0.199, -0.115, -0.415, -0.070, -0.056, 0.112, -0.546, 0.024, 0.028, 0.064, 0.080, 0.087, 0.142, 0.116, 0.114, 0.106, 0.129, 0.080, 0.079, 0.061, 0.058, 0.070, 0.082, 0.149, 0.086, 0.076, 0.082, -0.068, 0.693, -0.342, -0.322, -0.326, 0.153, -0.262, -0.012, -0.077, -0.073, -0.006, -0.215, 0.138, 0.064, 0.071, 0.118, 0.104, 0.105, 0.110, 0.171], "smiles": "CNC(=O)[C@H](CC(C)C)NC(C)=O.NS(=O)(=O)c1nc2ccccc2[nH]1", "e_tot_ha": -1597.63218, "e_above_lowest_ev": 0.000, "homo_lumo_gap_ev": 8.921, "charge": 0}


(2)
{"formula": "C15H14Cl2O2PSbSe4Sr", "method": "ωB97M-V/def2-TZVPD", "species": ["Sr", "Se", "Sb", "Se", "Se", "Se", "C", "P", "C", "C", "C", "C", "C", "C", "C", "C", "C", "C", "C", "C", "H", "H", "H", "H", "H", "H", "H", "H", "H", "H", "H", "H", "H", "Cl", "C", "Cl", "C", "O", "O", "H"], "positions_angstrom": [[1.3157, 2.7941, -0.2793], [-2.9239, 2.2263, -3.2518], [-0.9858, 3.6980, -2.8594], [1.0824, 2.2868, -3.1894], [-1.2148, 4.3942, -0.4395], [-0.7171, 5.7123, -4.2148], [-2.6600, 0.5403, -0.0119], [-0.8658, 0.2782, -0.2391], [-0.5040, -0.8678, 1.1621], [-0.0739, -0.2942, 2.3586], [0.2083, -1.0753, 3.4702], [0.0666, -2.4539, 3.4010], [-0.3618, -3.0392, 2.2175], [-0.6468, -2.2537, 1.1091], [-0.7503, -0.8749, -1.6418], [0.5070, -1.4057, -1.9288], [0.6872, -2.2474, -3.0133], [-0.3877, -2.5529, -3.8388], [-1.6344, -2.0093, -3.5734], [-1.8168, -1.1704, -2.4818], [-2.9995, 1.1981, -0.8165], [-2.7894, 1.0598, 0.9385], [-3.2195, -0.3975, -0.0008], [0.0757, 0.7766, 2.4160], [0.5633, -0.6037, 4.3783], [0.2998, -3.0708, 4.2608], [-0.4695, -4.1160, 2.1520], [-0.9693, -2.7248, 0.1884], [1.3539, -1.1475, -1.3018], [1.6720, -2.6439, -3.2288], [-0.2447, -3.1908, -4.7029], [-2.4688, -2.2090, -4.2344], [-2.7802, -0.7092, -2.3124], [4.6206, 0.9437, 3.6939], [3.6305, 2.3668, 3.3289], [2.2352, 2.4577, 4.4236], [3.1194, 2.3448, 1.8658], [3.3292, 3.3862, 1.2075], [2.4799, 1.3484, 1.4800], [4.2370, 3.2456, 3.5083]], "atomic_forces_ev_per_a": [[-0.427, -0.022, -0.425], [0.109, 0.212, -0.211], [-0.445, 0.091, -0.371], [0.139, 0.046, 0.324], [0.424, -0.171, 0.164], [-0.082, -0.126, 0.055], [0.122, 0.011, 0.120], [0.089, 0.034, 0.108], [-0.098, 0.018, 0.086], [0.024, -0.054, 0.004], [-0.018, -0.008, -0.018], [-0.001, 0.018, 0.019], [-0.009, -0.034, -0.032], [0.003, 0.001, 0.014], [0.053, 0.028, -0.063], [-0.033, -0.071, -0.057], [0.035, 0.004, 0.066], [-0.035, 0.004, -0.017], [0.002, -0.014, -0.039], [0.006, 0.016, 0.080], [-0.027, -0.009, 0.003], [-0.014, 0.009, 0.000], [0.026, -0.017, 0.005], [0.001, 0.019, -0.009], [0.001, -0.001, 0.005], [0.002, 0.001, 0.004], [-0.002, 0.001, 0.007], [-0.005, 0.016, -0.013], [0.001, 0.012, -0.006], [0.002, -0.001, -0.009], [-0.002, -0.007, -0.003], [0.003, -0.004, -0.009], [0.021, -0.003, -0.029], [0.066, -0.089, 0.019], [0.038, 0.030, -0.210], [-0.081, 0.008, 0.074], [-0.092, -0.030, 0.077], [0.156, 0.212, 0.143], [0.055, -0.123, 0.186], [-0.009, -0.005, -0.041]], "lowdin_charge": [0.818, -0.239, -0.415, -0.286, -0.319, -0.368, -0.299, 0.962, -0.358, -0.112, -0.091, -0.113, -0.106, -0.089, -0.410, -0.129, -0.099, -0.108, -0.088, -0.114, -0.071, 0.038, 0.042, 0.084, 0.091, 0.089, 0.091, 0.101, 0.107, 0.093, 0.089, 0.097, 0.062, 0.568, -1.008, 0.584, -0.860, -0.127, -0.159, 0.053], "e_tot_ha": -11869.19699, "homo_lumo_gap_ev": 5.030, "charge": -2}


(3)
{"formula": "C16H28N3O", "method": "ωB97M-V/def2-TZVPD", "species": ["N", "C", "N", "C", "C", "N", "C", "C", "C", "C", "C", "C", "C", "C", "C", "H", "H", "H", "H", "H", "H", "H", "H", "H", "H", "H", "H", "H", "H", "H", "H", "H", "H", "C", "C", "O", "C", "C", "H", "H", "H", "H", "H", "H", "H", "H", "H", "H"], "positions_angstrom": [[3.0583, -2.5483, 2.7476], [3.3614, -2.3007, 1.4336], [3.7340, -3.4660, 0.6024], [3.2323, -3.0591, -0.7737], [3.3729, -1.4591, -0.7069], [3.3157, -1.0080, 0.7351], [2.0898, -0.1669, 1.0731], [0.7627, -0.9266, 0.5980], [-0.6107, -0.2025, 1.1123], [-1.7576, -1.3267, 0.9111], [-2.1132, -2.2386, 2.1173], [-3.1865, -3.3637, 1.9329], [-3.8326, -3.5048, 0.5336], [-3.4931, -2.5752, -0.6669], [-2.4317, -1.4700, -0.4711], [3.6079, -2.1929, 3.5372], [2.1981, -3.1079, 2.8936], [2.9893, -4.1450, 0.8804], [2.1880, -3.4757, -1.0181], [3.9092, -3.5042, -1.5807], [2.6466, -0.9518, -1.4440], [4.3747, -1.2731, -1.2435], [2.2516, 0.8252, 0.5181], [2.1295, 0.0740, 2.1857], [0.6626, -0.9953, -0.5391], [0.6806, -2.0113, 0.9856], [-0.7881, 0.7314, 0.4852], [-0.4398, -0.0020, 2.2262], [-1.5493, -2.0508, 3.0897], [-3.4223, -4.0505, 2.8203], [-4.5995, -4.3365, 0.3456], [-3.9718, -2.6815, -1.7056], [-2.0815, -0.7484, -1.2945], [-1.8121, 4.7769, -3.1152], [-1.9927, 3.5920, -2.1814], [-0.7649, 3.0415, -1.7174], [0.0804, 3.9157, -0.9780], [-0.5667, 4.4581, 0.2847], [-1.2062, 4.4923, -3.9808], [-2.7828, 5.1348, -3.4675], [-1.3080, 5.6106, -2.6237], [-2.5063, 2.7934, -2.7222], [-2.6344, 3.8529, -1.3343], [0.4366, 4.7281, -1.6194], [0.9646, 3.3337, -0.6993], [-1.4534, 5.0554, 0.0660], [0.1371, 5.0904, 0.8312], [-0.8785, 3.6369, 0.9368]], "atomic_forces_ev_per_a": [[-0.299, 0.379, -0.723], [0.713, 0.699, -2.044], [-4.234, 3.179, 0.639], [0.549, 0.307, -1.100], [0.988, -0.433, -3.005], [-0.759, -5.301, 0.686], [-0.165, 0.482, -0.151], [-1.059, 0.354, 0.155], [0.511, -1.856, -0.284], [-1.723, -1.259, 0.040], [-1.641, -0.437, -3.711], [1.589, 2.659, -2.848], [1.678, 1.862, 0.235], [2.135, 0.765, 3.090], [-0.643, -2.200, 2.967], [-0.760, 0.141, -0.625], [1.301, 0.271, 0.224], [1.557, -0.211, 0.469], [1.366, 0.838, 0.775], [-0.804, 0.841, 1.218], [0.781, -0.598, 1.792], [-1.167, 0.170, 1.553], [-0.383, -1.514, 0.784], [-0.231, -0.519, -1.474], [0.443, 0.146, 1.550], [0.520, 1.605, -0.392], [0.062, -1.151, 1.054], [-0.626, 0.037, -1.572], [-1.074, -0.414, -1.377], [0.222, 1.138, -1.715], [1.299, 1.452, 0.437], [0.688, -0.018, 1.991], [-0.851, -1.323, 1.298], [0.146, 0.040, -0.032], [-0.075, 0.172, -0.102], [0.187, -0.324, 0.087], [-0.152, 0.091, -0.002], [-0.101, -0.004, 0.043], [-0.110, 0.008, 0.072], [0.083, -0.066, 0.030], [-0.099, 0.027, 0.012], [0.197, -0.085, 0.116], [0.013, 0.072, 0.013], [-0.040, 0.042, 0.047], [-0.126, -0.110, -0.164], [0.096, 0.046, 0.010], [-0.039, -0.052, -0.044], [0.041, 0.053, -0.026]], "lowdin_charge": [0.161, -0.222, 0.096, -0.146, -0.138, -0.007, -0.126, -0.181, -0.147, -0.199, -0.039, -0.059, -0.075, -0.058, -0.035, 0.142, 0.142, 0.145, 0.135, 0.134, 0.139, 0.138, 0.142, 0.132, 0.113, 0.112, 0.111, 0.113, 0.088, 0.095, 0.093, 0.098, 0.104, -0.076, -0.278, -0.182, -0.283, -0.077, 0.084, 0.082, 0.067, 0.117, 0.107, 0.109, 0.105, 0.071, 0.081, 0.073], "e_tot_ha": -865.49852, "e_above_lowest_ev": 6.346, "homo_lumo_gap_ev": 6.512, "charge": 1}